No. 1
8
Properties=species:S:1:pos:R:3:forces:R:3:lowdin_charge:R:1 method="wB97M-V/def2-TZVPD" total_charge=0 de_lowest_ev=3.473 orbital_gap_ev=9.43
C 0.3003 -0.5053 0.3171 0.57 1.33 1.98 0.026
C 0.5828 1.0808 0.3951 -0.10 -2.27 0.53 0.252
C 0.7948 0.1563 1.5159 -0.52 -0.36 -0.45 -0.473
C -0.1275 -0.2185 -0.9370 4.23 -0.87 -0.91 -0.311
O 1.1192 -0.1101 2.6592 -0.38 0.77 -1.89 0.049
O -1.2866 -0.1116 -1.4201 -3.80 1.18 -0.04 0.128
H 0.5501 -0.3963 -1.8115 0.01 0.50 1.08 0.168
H -1.9331 0.1047 -0.7187 -0.02 -0.28 -0.29 0.160

No. 2
9
Properties=species:S:1:pos:R:3:forces:R:3:lowdin_charge:R:1 method="wB97M-V/def2-TZVPD" total_charge=0 de_lowest_ev=8.938 orbital_gap_ev=8.75
C 1.1186 0.1645 -1.2632 0.63 -0.66 -0.21 -0.196
C 2.4923 0.6089 -2.2858 -0.16 -0.42 4.47 0.127
C 0.9242 -1.1865 -0.6617 -0.23 -0.11 -0.78 -0.347
C 0.1908 -0.1153 0.0917 3.74 -1.02 -2.23 0.095
O 1.0933 -2.3545 -0.8700 -0.14 0.77 0.50 0.143
O 0.3699 0.4632 -2.4905 0.01 0.29 0.03 0.004
O 1.6214 0.7913 -3.1293 -1.98 0.07 -2.88 -0.017
H 0.6776 0.2066 0.9706 -0.18 0.55 1.08 0.094
H -0.8333 -0.2063 -0.0855 -1.67 0.52 0.03 0.098

No. 3
10
Properties=species:S:1:pos:R:3:forces:R:3:lowdin_charge:R:1 method="wB97M-V/def2-TZVPD" total_charge=0 de_lowest_ev=0.573 orbital_gap_ev=8.34
C -1.8709 1.1826 0.5012 -0.65 1.79 1.73 -0.436
C -0.5977 0.6830 -0.0703 0.76 0.41 0.25 0.120
C 0.4699 0.1809 -0.3475 -1.42 0.00 0.23 -0.020
C 1.7730 -0.4059 -0.4524 -0.82 -2.27 0.35 -0.956
H -2.4418 -0.5697 0.0023 0.78 -1.35 -0.76 0.084
H 2.7443 -2.2418 -0.2727 -3.64 2.55 -0.97 0.215
O -2.8238 0.2099 0.3484 -0.59 2.65 1.10 0.118
O -2.0687 2.2475 1.1250 0.78 -3.99 -2.65 0.101
O 1.7640 -1.7721 -0.4832 2.60 -1.25 0.72 -0.065
S 3.0516 0.4856 -0.3508 2.21 1.45 -0.01 0.841

No. 4
13
Properties=species:S:1:pos:R:3:forces:R:3:lowdin_charge:R:1 method="wB97M-V/def2-TZVPD" total_charge=+1 orbital_gap_ev=7.59
O 2.0470 1.6966 -1.4324 -0.66 -0.10 -0.40 -0.108
C 1.6939 0.6982 -0.8031 1.97 1.07 1.18 -0.750
O 2.4160 -0.1352 -0.2476 -0.68 -0.66 -0.02 -0.078
O 0.2939 0.7201 -0.4385 -1.01 -0.09 -0.24 0.104
Tl 4.4824 1.7499 -0.5133 -0.39 -0.21 -0.20 1.130
H 0.5911 -0.8601 0.8281 -0.15 0.01 -0.28 0.195
O -0.9561 -1.2760 -0.5075 0.65 -0.09 -0.66 0.204
O -2.4462 -0.1742 0.7479 0.28 0.26 1.14 0.262
O -3.1586 -1.7606 -0.8149 0.47 0.58 0.38 0.313
C -0.1936 -0.3094 0.2797 0.23 -0.89 0.37 -0.243
C -1.3193 0.1384 1.1715 -0.17 0.93 -0.01 0.171
C -2.2436 -1.2013 -0.3650 -0.33 -0.89 -0.99 -0.399
H -1.2069 0.7137 2.0952 -0.19 0.08 -0.28 0.198

No. 5
14
Properties=species:S:1:pos:R:3:forces:R:3:lowdin_charge:R:1 method="wB97M-V/def2-TZVPD" total_charge=-2 de_lowest_ev=0.000 orbital_gap_ev=5.85
C 0.6628 0.8033 -0.5678 -0.65 1.42 0.76 -0.551
C -1.1655 -0.8994 -0.1963 -0.69 0.43 -0.30 -0.639
C -0.7199 0.4003 -0.3752 0.49 1.32 0.31 -0.443
C 2.6640 -0.3183 0.3355 -0.44 -0.04 -1.68 -0.782
O 0.9653 2.0006 -0.5666 0.46 -0.86 -0.39 -0.025
O -0.2087 -1.7970 -0.3028 -2.78 -4.16 0.93 0.114
O 1.6115 -0.1707 -0.7800 -0.67 0.69 0.02 -0.029
O -2.3436 -1.2315 0.0471 0.16 -0.29 0.07 -0.061
O -2.9803 1.3275 1.0974 0.96 -0.91 -0.93 -0.514
O 2.3438 0.0656 1.4063 -1.20 1.16 2.73 0.063
O 3.6173 -0.8566 -0.1401 2.50 -1.42 -1.08 0.007
S -1.8830 1.6858 -0.2051 -0.68 0.93 -0.31 0.873
H -3.1653 0.4109 0.7760 -0.19 0.13 0.64 -0.024
H 0.6016 -1.4203 -0.5285 2.72 1.59 -0.77 0.012

No. 6
58
Properties=species:S:1:pos:R:3:forces:R:3:lowdin_charge:R:1 method="wB97M-V/def2-TZVPD" total_charge=-1 de_lowest_ev=0.590 orbital_gap_ev=9.90
O -2.7322 -0.3354 0.5052 0.19 0.49 0.06 0.168
C -1.5714 -0.3109 0.2147 -0.55 -0.56 -0.17 -0.342
O -0.7367 0.7058 0.1739 -0.05 0.40 -0.19 0.256
B 0.5744 0.2498 -0.2916 0.22 -0.22 -0.04 -0.895
O 0.4327 -1.1996 -0.4915 0.22 -0.01 -0.27 0.233
C -0.7922 -1.5716 -0.1764 0.55 -0.22 0.83 -0.343
O -1.1603 -2.7039 -0.0417 0.04 0.01 -0.21 0.133
O 1.6064 0.5422 0.7189 -0.24 -0.09 0.38 0.207
C 2.5802 1.2509 0.2039 0.54 0.14 -0.45 -0.369
O 3.5891 1.5876 0.7585 -0.25 0.18 -0.05 0.159
C 2.1895 1.5591 -1.2747 -0.14 -0.01 0.49 -0.348
O 1.0698 0.9078 -1.5141 -0.38 0.03 0.01 0.233
O 2.7726 2.2869 -2.0210 0.26 -0.02 -0.08 0.158
O -3.7378 -3.3377 0.6523 0.25 -0.25 -0.24 -0.062
H -2.7785 -3.2836 0.4555 -0.49 0.20 0.14 0.008
H -3.8997 -4.2442 0.9298 -0.03 0.06 0.06 0.047
O 3.6223 2.3468 -5.0018 0.05 -0.13 0.01 -0.056
H 3.2155 1.5015 -5.2168 0.06 -0.02 0.01 0.032
H 3.7217 2.3301 -4.0413 -0.10 0.07 -0.04 0.009
O 0.2800 -4.4604 -1.9875 -0.02 -0.06 -0.06 -0.073
H 0.3898 -4.5509 -1.0371 -0.05 0.06 0.00 0.018
H -0.5590 -3.9791 -2.0831 0.16 0.06 -0.04 -0.018
O 4.5699 4.2932 -0.0382 -0.09 0.00 0.06 -0.066
H 5.1103 4.3531 0.7547 0.01 -0.03 -0.01 0.028
H 4.1978 3.3994 -0.0064 0.18 0.05 -0.04 -0.014
O -5.3977 -1.4152 2.1644 0.13 0.13 -0.25 -0.079
H -4.8843 -0.6171 2.3727 -0.35 -0.14 0.00 -0.008
H -4.8294 -1.9294 1.5700 0.08 -0.05 0.20 -0.018
O 3.1806 -2.5214 0.7081 -0.09 0.13 0.02 -0.035
H 2.3070 -2.8809 0.9003 0.03 -0.07 -0.08 0.040
H 3.1047 -2.1821 -0.1899 -0.06 -0.10 -0.02 0.040
O -0.2700 0.4691 3.5526 0.04 0.10 -0.02 -0.055
H -0.0508 1.2041 2.9676 -0.24 0.14 0.07 -0.013
H 0.4127 -0.1935 3.3687 0.17 -0.16 0.07 -0.007
O 3.0013 1.5990 4.2242 -0.16 -0.13 0.02 -0.044
H 2.1374 1.3643 4.5901 -0.07 0.19 0.04 0.045
H 2.8092 2.2107 3.5052 0.05 -0.06 -0.03 0.035
O 0.6119 3.1036 -3.9734 -0.15 0.11 0.26 -0.060
H 1.2475 3.1137 -3.2433 -0.06 -0.03 -0.31 0.002
H 0.9522 2.4304 -4.5676 0.10 0.02 -0.04 0.017
O 2.1517 -0.9937 3.1681 -0.26 -0.13 0.12 -0.054
H 2.2387 -1.0739 2.2117 0.29 -0.02 0.00 0.006
H 2.5911 -0.1593 3.3888 0.26 -0.04 -0.07 0.010
O 0.4690 -1.1081 -3.7415 0.02 0.05 -0.12 -0.043
H 0.1589 -0.5195 -3.0457 0.14 0.06 -0.11 0.010
H 1.1916 -1.5985 -3.3369 -0.13 -0.12 0.06 0.035
O -4.1857 1.2276 2.4892 0.22 -0.05 0.03 -0.054
H -3.4842 0.9000 1.9064 -0.11 0.12 -0.04 0.008
H -4.0315 2.1728 2.5601 -0.03 -0.02 0.01 0.046
O -5.6299 0.5452 -0.6614 -0.15 -0.12 -0.22 -0.062
H -5.7955 -0.2342 -0.1155 0.08 0.12 0.23 0.018
H -4.7928 0.3620 -1.0971 0.04 0.02 0.12 0.014
O -0.0760 3.1642 1.9673 0.20 -0.11 0.13 -0.022
H 0.3107 2.5553 1.3283 -0.15 0.07 -0.10 0.010
H 0.6540 3.7228 2.2559 -0.06 0.05 -0.05 0.050
O -2.3255 -3.3042 -2.6103 -0.14 -0.12 -0.17 -0.040
H -2.8131 -4.1263 -2.4896 -0.03 0.04 0.00 0.058
H -2.9181 -2.6243 -2.2716 0.03 -0.04 0.08 0.050